Entry 1:
ORCA calculation (ωB97M-V with the def2-TZVPD basis set) on a structure of composition C25H42BrNOP2Re.

Values from the calculation:
* charge: +4
* LUMO energy (spin up / spin down): -0.510 / -0.563 Ha
* M: 700.676 g mol⁻¹
* highest occupied orbital energy (spin up / spin down): -20.23 / -20.16 eV
* energy above the lowest of the compared OMol25 structures with the same formula, charge and spin: 26.0 kJ/mol
* gap between HOMO and LUMO (spin up / spin down): 6.34 / 4.83 eV
* 2S+1: 4

```
73
C25H42BrNOP2Re ωB97M-V with the def2-TZVPD basis set
N -5.04 3.23 -3.91
C -4.92 3.62 -2.64
C -4.06 2.98 -1.74
C -3.22 1.94 -2.21
C -3.45 1.47 -3.51
C -4.36 2.16 -4.32
C -2.12 1.39 -1.32
Re -0.02 0.17 -1.01
P 2.03 -0.22 -0.41
C -0.83 2.01 -1.18
C -0.26 2.18 0.18
C 0.92 3.01 0.17
C 1.46 3.48 1.36
C 0.71 3.40 2.57
C -0.41 2.53 2.56
C -0.95 1.96 1.41
Br 1.27 4.35 4.02
H -2.53 0.70 -0.57
H -0.58 2.80 -1.89
H -4.03 3.32 -0.70
H -2.91 0.61 -3.92
H -5.49 4.50 -2.32
H -4.50 1.87 -5.36
H 1.37 3.17 -0.83
H -1.87 1.36 1.44
H 2.51 3.80 1.41
H -0.91 2.35 3.51
P -0.96 -1.53 0.08
C 3.19 1.13 0.21
C 4.72 1.05 0.22
H 2.85 1.31 1.24
H 2.89 2.01 -0.38
H 5.09 2.01 0.60
H 5.11 0.28 0.89
H 5.14 0.88 -0.78
C 3.17 -0.86 -1.78
C 4.25 -1.88 -1.39
H 3.65 0.05 -2.19
H 2.53 -1.24 -2.58
H 4.70 -2.31 -2.29
H 5.08 -1.41 -0.84
H 3.85 -2.70 -0.79
C 2.38 -1.35 1.12
C 3.76 -1.48 1.77
H 2.02 -2.36 0.85
H 1.69 -0.96 1.88
H 3.73 -2.29 2.52
H 4.54 -1.78 1.06
H 4.06 -0.57 2.30
C -0.72 -2.31 1.74
C -1.36 -3.69 1.99
H -1.06 -1.57 2.49
H 0.37 -2.39 1.89
H -2.44 -3.61 2.17
H -1.16 -4.39 1.16
H -0.90 -4.11 2.89
C -0.31 -2.85 -1.07
C 0.01 -2.20 -2.42
H -1.07 -3.63 -1.14
H 0.58 -3.30 -0.60
H -0.80 -2.38 -3.12
H 0.12 -1.05 -2.46
H 0.96 -2.56 -2.82
C -2.81 -1.69 -0.10
C -3.55 -1.18 1.15
H -3.02 -2.74 -0.34
H -3.06 -1.11 -1.01
H -4.30 -0.42 0.89
H -4.07 -2.02 1.64
H -2.88 -0.74 1.90
O -1.29 -0.11 3.83
H -2.00 -0.14 4.51
H -0.49 0.11 4.33
```

Entry 2:
ORCA calculation (ωB97M-V with the def2-TZVPD basis set) on a structure of composition C25H42Cl2O2P2Pb.

Values from the calculation:
* charge: +2
* LUMO energy (spin up / spin down): -0.292 / -0.292 Ha
* M: 714.663 g mol⁻¹
* highest occupied orbital energy (spin up / spin down): -13.04 / -12.98 eV
* energy above the lowest of the compared OMol25 structures with the same formula, charge and spin: 112.8 kJ/mol
* gap between HOMO and LUMO (spin up / spin down): 5.09 / 5.03 eV
* 2S+1: 1

```
74
C25H42Cl2O2P2Pb ωB97M-V with the def2-TZVPD basis set
Pb -0.45 3.59 -4.21
C -0.86 -2.18 1.16
C 0.45 -2.39 0.65
C 0.61 -0.90 2.38
C -0.75 -1.25 2.22
C 1.36 -1.64 1.41
C -2.14 -2.69 0.62
H -2.07 -2.99 -0.45
H -2.95 -1.95 0.70
H -2.43 -3.58 1.21
C -1.86 -0.69 3.01
H -2.82 -1.06 2.65
H -1.89 0.41 2.94
H -1.75 -0.95 4.07
C 1.13 0.08 3.33
H 0.83 -0.17 4.36
H 0.75 1.10 3.12
H 2.23 0.14 3.28
C 2.83 -1.53 1.19
H 3.32 -2.30 1.80
H 3.21 -0.55 1.50
H 3.10 -1.68 0.14
C 0.82 -3.31 -0.47
H 1.23 -4.24 -0.05
H 1.58 -2.89 -1.12
H -0.04 -3.58 -1.09
C -1.78 2.62 -5.73
C -1.91 1.22 -5.58
C -1.33 0.22 -6.47
C 0.18 0.38 -6.86
C 0.97 0.89 -5.73
C 1.25 2.20 -5.48
C 0.80 3.35 -6.44
C -0.77 3.28 -6.79
H -1.95 0.29 -7.40
H 0.25 0.99 -7.77
H -1.40 -0.84 -6.16
H -0.88 2.76 -7.75
H -2.78 3.17 -5.74
H -2.73 0.78 -5.02
H -1.10 4.33 -6.95
H 1.12 4.36 -6.09
H 2.17 2.42 -4.93
H 1.32 3.28 -7.41
H 0.58 -0.61 -7.15
H 1.55 0.12 -5.23
P -1.33 -0.81 -1.90
C -2.59 0.54 -2.11
C -1.79 -1.95 -3.24
P 1.66 0.22 -1.67
C 0.15 -0.05 -2.78
C 2.91 -0.49 -2.85
C 1.96 2.03 -1.99
H -2.64 1.07 -1.14
H -3.56 0.08 -2.36
H -2.36 1.26 -2.91
H -1.57 -1.55 -4.23
H -2.85 -2.14 -3.19
H -1.23 -2.88 -3.08
H 1.51 2.34 -2.93
H 3.01 2.26 -2.23
H 1.62 2.65 -1.13
H -0.18 0.89 -3.22
H 0.40 -0.69 -3.63
H 3.78 -0.63 -2.21
H 3.15 0.17 -3.70
H 2.54 -1.47 -3.20
Cl -1.90 3.04 2.72
C -0.87 3.76 1.46
Cl 0.72 4.25 2.06
C -0.70 2.80 0.13
O -1.00 3.49 -0.87
O -0.34 1.61 0.24
H -1.43 4.63 1.14
```

Entry 3:
ORCA calculation (ωB97M-V with the def2-TZVPD basis set) on a structure of composition C25H43As3F6N5O6OsS2Sb.

Values from the calculation:
* charge: +1
* LUMO energy (spin up / spin down): -0.114 / -0.145 Ha
* M: 1224.526 g mol⁻¹
* highest occupied orbital energy (spin up / spin down): -10.00 / -10.62 eV
* energy above the lowest of the compared OMol25 structures with the same formula, charge and spin: 414.8 kJ/mol
* gap between HOMO and LUMO (spin up / spin down): 6.90 / 6.67 eV
* 2S+1: 6

```
92
C25H43As3F6N5O6OsS2Sb ωB97M-V with the def2-TZVPD basis set
Os 0.26 -0.28 -0.53
C -3.01 -0.28 3.00
As -1.32 0.18 2.10
C -1.10 1.93 2.94
C -0.02 -0.73 3.28
C 0.15 -2.27 3.27
C -1.18 -2.97 3.01
C 1.20 -2.72 2.25
As 0.89 -2.51 0.34
C -0.27 -3.98 -0.14
C 2.59 -3.15 -0.32
C 0.67 -2.62 4.69
As 1.35 -4.38 5.33
C 0.45 -5.74 4.23
C 3.11 -4.45 4.44
H -2.84 -0.47 4.06
H -3.48 -1.16 2.55
H -3.68 0.57 2.90
H -1.35 1.87 4.00
H -1.76 2.66 2.46
H -0.07 2.26 2.81
H -0.31 -0.41 4.28
H 0.94 -0.25 3.07
H -1.63 -2.64 2.07
H -1.89 -2.77 3.81
H -1.05 -4.05 2.95
H 1.38 -3.79 2.37
H 2.16 -2.22 2.45
H 0.07 -4.89 0.36
H -0.20 -4.11 -1.22
H -1.31 -3.77 0.12
H 2.79 -4.14 0.08
H 3.37 -2.46 -0.02
H 2.55 -3.18 -1.41
H -0.12 -2.38 5.40
H 1.50 -1.96 4.94
H -0.61 -5.76 4.45
H 0.87 -6.70 4.52
H 0.60 -5.62 3.15
H 3.63 -3.50 4.60
H 3.06 -4.65 3.37
H 3.69 -5.23 4.92
O 0.69 1.64 0.45
N 1.83 2.32 0.43
C 2.99 1.72 0.73
C 4.16 2.44 0.74
C 4.13 3.80 0.44
C 2.92 4.39 0.15
C 1.77 3.63 0.15
H 2.92 0.66 0.93
H 5.09 1.93 0.96
H 5.04 4.38 0.43
H 2.85 5.44 -0.10
H 0.78 4.00 -0.07
F 3.37 0.96 -4.95
C 3.48 0.02 -4.02
F 3.63 -1.16 -4.61
F 4.56 0.27 -3.29
S 1.97 -0.03 -2.93
O 1.61 -1.44 -2.85
O 2.45 0.46 -1.62
N 0.95 0.87 -3.62
S 0.93 4.56 -3.76
O 0.78 4.30 -5.38
O 2.34 4.75 -3.48
C 0.26 6.31 -3.97
F 1.18 7.13 -4.44
F -0.82 6.33 -4.74
F -0.10 6.73 -2.74
N -0.76 -0.67 -4.30
C -0.44 0.47 -3.48
O -0.89 0.34 -2.16
C -1.24 1.69 -4.12
C -2.58 1.84 -3.88
N -3.54 1.90 -3.08
C -0.58 2.46 -4.99
N 0.02 3.17 -5.78
H -1.64 -1.07 -3.99
H -0.04 -1.37 -4.20
C -4.92 1.75 -3.58
Sb -3.09 1.87 -0.90
C -5.06 2.56 -0.34
C -3.69 -0.18 -0.81
H -5.39 0.90 -3.09
H -4.91 1.60 -4.66
H -5.49 2.65 -3.34
H -5.79 2.46 -1.14
H -5.03 3.61 -0.03
H -5.39 1.95 0.50
H -4.36 -0.32 0.04
H -2.82 -0.83 -0.71
H -4.23 -0.45 -1.72
```

Entry 4:
ORCA calculation (ωB97M-V with the def2-TZVPD basis set) on a cluster of 2 separate species, C25H43B2FN5O7 in total.

Values from the calculation:
* charge: +1
* LUMO energy: -0.130 Ha
* M: 566.269 g mol⁻¹
* highest occupied orbital energy: -11.53 eV
* gap between HOMO and LUMO: 7.99 eV
* 2S+1: 1

```
83
C25H43B2FN5O7 ωB97M-V with the def2-TZVPD basis set
C 0.15 -1.55 1.75
N -0.58 -0.83 0.70
C -1.99 -0.64 1.04
C -2.57 0.39 0.16
N -3.46 0.18 -0.77
B -4.07 -1.18 -1.05
O -3.42 -2.01 -1.86
O -5.23 -1.56 -0.45
C -3.78 1.31 -1.46
B -4.80 1.38 -2.65
O -5.63 0.30 -2.91
O -4.88 2.47 -3.45
C -3.79 2.57 -4.39
C -3.04 2.27 -0.87
C -3.07 3.71 -1.23
O -4.12 4.27 -1.42
N -1.82 4.44 -1.32
C -1.14 4.32 -2.51
O -0.81 3.29 -3.04
F -0.84 5.49 -3.05
N -2.29 1.70 0.13
C -1.37 2.60 0.88
C -0.59 2.07 2.08
C 0.85 1.71 1.71
C 1.69 2.98 1.50
C 3.19 2.70 1.51
C 3.78 2.58 0.10
C 5.02 1.70 0.13
C 5.61 1.45 -1.26
C 4.80 0.38 -2.00
C 5.20 -1.05 -1.58
C 4.01 -1.85 -1.05
O 3.95 -1.72 0.37
C 3.54 -2.91 1.01
H 1.21 -1.37 1.59
H -0.04 -2.62 1.68
H -0.10 -1.15 2.73
H -0.59 -1.36 -0.16
H -2.52 -1.59 0.89
H -2.13 -0.42 2.09
H -3.96 -2.80 -2.01
H -5.97 -0.98 -0.65
H -5.14 -0.32 -3.47
H -2.97 1.89 -4.15
H -3.39 3.57 -4.35
H -4.17 2.33 -5.37
H -1.95 5.41 -1.03
H -0.66 3.00 0.18
H -1.98 3.43 1.21
H -1.09 1.29 2.65
H -0.50 2.91 2.76
H 1.33 1.11 2.47
H 0.86 1.19 0.76
H 1.39 3.76 2.19
H 1.45 3.36 0.50
H 3.68 3.56 1.97
H 3.46 1.84 2.11
H 3.04 2.20 -0.59
H 4.09 3.56 -0.25
H 5.79 2.15 0.76
H 4.73 0.75 0.57
H 5.59 2.37 -1.84
H 6.64 1.11 -1.21
H 3.76 0.52 -1.70
H 4.84 0.51 -3.08
H 5.95 -1.00 -0.80
H 5.60 -1.60 -2.42
H 3.07 -1.50 -1.47
H 4.11 -2.91 -1.28
H 2.66 -3.31 0.50
H 4.33 -3.65 1.07
H 3.22 -2.64 2.01
N -1.28 -4.49 2.15
C -1.20 -5.69 1.56
C -1.82 -6.83 2.05
C -2.56 -6.72 3.22
C -2.65 -5.49 3.84
C -1.99 -4.41 3.27
H -0.60 -5.73 0.65
H -1.72 -7.77 1.53
H -3.05 -7.59 3.63
H -3.21 -5.37 4.75
H -2.04 -3.43 3.72
```

Entry 5:
ORCA calculation (ωB97M-V with the def2-TZVPD basis set) on a cluster of 4 separate species, C25H43BNO3S2 in total.

Values from the calculation:
* charge: -1
* LUMO energy: 0.068 Ha
* M: 480.569 g mol⁻¹
* highest occupied orbital energy: -4.55 eV
* gap between HOMO and LUMO: 6.41 eV
* 2S+1: 1

```
75
C25H43BNO3S2 ωB97M-V with the def2-TZVPD basis set
B -0.90 -1.47 2.02
C 0.56 -2.07 2.56
C 1.67 -0.93 2.78
C 2.13 -0.20 1.42
S 2.53 1.61 1.73
C 2.74 2.34 0.02
S 3.59 1.55 -1.18
N 2.16 3.68 -0.28
C 2.45 4.52 0.90
C 1.46 4.88 2.04
C 1.99 5.75 3.24
C 3.47 6.25 3.32
C 4.47 5.90 2.18
C 3.94 5.04 1.01
C 0.71 3.61 -0.59
C -0.21 2.40 -0.29
C -1.73 2.36 -0.68
C -2.35 3.58 -1.41
C -1.48 4.83 -1.72
C 0.03 4.83 -1.31
H -0.71 -0.30 1.78
H -1.14 -2.02 0.98
H -1.78 -1.60 2.81
H 0.35 -2.51 3.61
H 0.92 -2.96 1.92
H 1.31 -0.15 3.53
H 2.60 -1.43 3.24
H 1.40 -0.30 0.55
H 3.13 -0.68 1.10
H 0.38 4.49 2.01
H 1.27 6.01 4.09
H 3.87 6.86 4.20
H 5.57 6.21 2.15
H 4.68 4.75 0.17
H 0.20 1.47 0.22
H -2.32 1.42 -0.42
H -3.46 3.50 -1.71
H -1.94 5.75 -2.26
H 0.61 5.78 -1.60
C 0.09 -2.76 -3.48
C 0.70 -2.04 -2.29
C 2.10 -1.52 -2.60
O 0.77 -2.94 -1.18
H 0.70 -3.62 -3.77
H -0.90 -3.14 -3.23
H 0.01 -2.09 -4.34
H 0.06 -1.21 -1.99
H 2.77 -2.35 -2.86
H 2.53 -1.02 -1.73
H 2.07 -0.82 -3.44
H 1.34 -3.68 -1.44
C -5.27 1.70 -4.71
C -4.82 1.17 -3.36
C -5.43 -0.19 -3.07
O -5.19 2.09 -2.34
H -6.36 1.83 -4.74
H -4.83 2.68 -4.91
H -4.98 1.02 -5.52
H -3.73 1.09 -3.34
H -6.53 -0.13 -3.03
H -5.11 -0.56 -2.09
H -5.15 -0.93 -3.82
H -6.16 2.17 -2.35
C 1.42 -6.29 1.67
C 0.88 -5.97 3.06
C 0.51 -7.24 3.81
O -0.26 -5.14 2.93
H 0.67 -6.82 1.07
H 1.68 -5.38 1.13
H 2.32 -6.92 1.73
H 1.63 -5.41 3.62
H -0.27 -7.79 3.29
H 0.11 -6.99 4.80
H 1.38 -7.89 3.94
H -0.93 -5.62 2.43
```

Entry 6:
ORCA calculation (ωB97M-V with the def2-TZVPD basis set) on a structure of composition C25H43Cl5EuN3O6Si.

Values from the calculation:
* charge: 0
* LUMO energy (spin up / spin down): 0.017 / -0.042 Ha
* M: 838.949 g mol⁻¹
* highest occupied orbital energy (spin up / spin down): -5.49 / -4.04 eV
* energy above the lowest of the compared OMol25 structures with the same formula, charge and spin: 278.3 kJ/mol
* gap between HOMO and LUMO (spin up / spin down): 5.94 / 2.88 eV
* 2S+1: 7

```
84
C25H43Cl5EuN3O6Si ωB97M-V with the def2-TZVPD basis set
C -1.67 -0.39 -4.24
C -1.17 -1.64 -3.60
H -1.83 -0.48 -5.32
H -0.98 0.45 -4.05
H -2.63 -0.12 -3.78
C -0.73 -2.70 -4.28
C -0.61 -2.70 -5.77
H -0.42 -3.62 -3.77
H -0.14 -1.77 -6.12
H -1.59 -2.76 -6.27
H -0.01 -3.54 -6.13
Eu 1.44 1.37 1.21
Cl 3.29 3.22 0.79
C 0.00 -1.64 2.28
O 0.94 -0.88 1.95
N 0.18 -2.69 3.09
C 1.53 -3.18 3.31
C -0.95 -3.45 3.62
H -1.04 -1.48 1.93
H 2.23 -2.34 3.23
H 1.80 -3.94 2.56
H 1.61 -3.64 4.30
H -1.84 -2.81 3.62
H -0.72 -3.78 4.65
H -1.15 -4.34 3.00
H 0.77 3.92 6.80
H -1.26 4.75 6.02
C 1.20 3.82 5.79
C -1.01 4.60 4.96
N 0.08 3.64 4.87
H 1.87 2.96 5.75
C 0.19 2.87 3.78
O 1.18 2.14 3.50
H -1.88 4.20 4.43
H -0.69 2.90 3.11
H 1.75 4.75 5.56
H -0.73 5.57 4.53
H 2.09 0.43 -3.10
H 2.49 -2.71 -3.49
C 3.13 0.12 -2.88
C 3.38 -2.37 -2.96
N 3.12 -1.16 -2.19
H 3.59 0.89 -2.25
C 2.84 -1.19 -0.88
O 2.76 -0.17 -0.17
H 3.72 -3.16 -2.28
H 2.67 -2.21 -0.47
H 3.69 -0.01 -3.81
H 4.17 -2.16 -3.69
O 0.13 -0.71 -2.07
C -0.94 -1.48 -2.10
C 0.31 -3.50 -1.14
C -0.87 -2.76 -1.22
H 1.17 -3.16 -1.72
C 0.39 -4.62 -0.31
H -1.79 -0.87 -1.71
C -1.93 -3.10 -0.38
H 1.34 -5.19 -0.26
C -0.72 -5.02 0.43
C -1.90 -4.25 0.40
H -2.79 -2.43 -0.37
H -0.68 -5.92 1.06
H -2.78 -4.54 0.99
Si -0.30 3.90 -1.51
Cl 0.52 1.89 -1.37
C 1.27 4.91 -1.59
C -1.29 4.37 0.00
C -1.25 3.93 -3.10
H 1.99 4.53 -0.84
H 1.08 5.97 -1.39
H 1.72 4.82 -2.59
H -0.57 3.76 -3.94
H -1.72 4.92 -3.24
H -2.05 3.17 -3.12
H -1.94 3.54 0.32
H -1.91 5.26 -0.22
H -0.61 4.63 0.84
Cl -3.90 2.08 2.45
C -3.02 0.55 2.31
Cl -2.07 0.27 3.80
Cl -4.13 -0.80 2.05
C -2.02 0.70 1.06
O -2.30 0.08 0.02
O -1.04 1.49 1.28
```